ORCA calculation (ωB97M-V/def2-TZVPD) on C49H40BF5InN3O4PS3Se as an isolated structure.

Calculated values
- Relative energy (zero: lowest compared OMol25 entry of this formula, charge and spin): 92.45 kJ/mol
- Multiplicity: 1
- Net charge: -1
- Highest occupied orbital energy: -4.18 eV
- Electronic energy: -190706.851 eV

Atoms and positions in Å:
In: -0.834 0.830 -0.245
S: -3.882 2.142 3.160
C: -2.715 3.362 2.866
C: -1.903 3.050 1.823
C: -2.203 1.796 1.215
C: -3.258 1.175 1.836
C: -3.862 -0.113 1.503
C: -4.962 -0.626 2.202
C: -5.522 -1.825 1.805
C: -4.972 -2.503 0.728
C: -3.862 -1.947 0.115
N: -3.329 -0.787 0.476
H: -2.715 4.245 3.487
H: -1.089 3.680 1.486
H: -5.364 -0.070 3.039
H: -6.379 -2.231 2.328
H: -5.371 -3.449 0.391
H: -3.364 -2.455 -0.707
O: -5.918 -1.870 -4.678
C: -6.166 -1.417 -3.356
C: -4.956 -0.683 -2.853
C: -5.064 0.445 -2.050
C: -3.912 1.006 -1.531
N: -2.706 0.524 -1.789
C: -2.583 -0.494 -2.634
C: -3.686 -1.136 -3.180
C: -1.197 -0.889 -2.953
C: -0.852 -1.462 -4.167
C: 0.484 -1.739 -4.423
C: 0.902 -2.319 -5.750
O: 0.068 -1.937 -6.827
C: 1.420 -1.455 -3.440
C: 0.991 -0.898 -2.250
N: -0.284 -0.608 -2.026
H: -6.711 -2.282 -5.027
H: -6.352 -2.269 -2.688
H: -7.044 -0.764 -3.319
H: -6.032 0.867 -1.815
H: -3.938 1.872 -0.881
H: -3.570 -1.989 -3.833
H: -1.601 -1.656 -4.921
H: 0.840 -3.408 -5.697
H: 1.947 -2.054 -5.946
H: -0.027 -0.978 -6.815
H: 2.469 -1.669 -3.596
H: 1.683 -0.651 -1.456
F: -2.438 8.278 -4.544
C: -2.085 7.027 -4.207
C: -2.600 5.943 -4.895
F: -3.455 6.155 -5.910
C: -2.230 4.661 -4.541
F: -2.759 3.650 -5.242
C: -1.335 4.390 -3.499
Se: -0.806 2.638 -3.090
C: -0.841 5.512 -2.828
F: 0.019 5.356 -1.816
C: -1.198 6.802 -3.170
F: -0.683 7.853 -2.511
C: 7.698 3.295 2.405
C: 6.814 2.056 2.235
C: 7.579 1.056 1.356
C: 6.589 1.442 3.627
C: 5.453 2.381 1.622
C: 5.028 3.691 1.405
C: 3.761 4.003 0.913
C: 2.917 2.954 0.637
O: 1.633 2.950 0.169
B: 1.265 1.619 0.024
O: 2.333 0.801 0.419
C: 3.340 1.638 0.808
C: 4.585 1.330 1.305
H: 8.654 2.994 2.838
H: 7.243 4.022 3.079
H: 7.897 3.775 1.446
H: 8.562 0.863 1.793
H: 7.720 1.459 0.352
H: 7.055 0.104 1.273
H: 7.546 1.187 4.088
H: 5.983 0.537 3.566
H: 6.073 2.155 4.272
H: 5.694 4.515 1.620
H: 3.455 5.028 0.752
H: 4.863 0.293 1.447
S: 0.538 -3.694 -0.299
P: 0.158 -2.923 1.469
S: -0.174 -0.958 1.780
C: 1.590 -3.274 2.560
C: 2.775 -2.605 2.261
C: 3.919 -2.843 3.002
C: 3.888 -3.747 4.057
C: 2.711 -4.413 4.358
C: 1.563 -4.183 3.611
C: -1.166 -3.870 2.314
C: -1.708 -3.374 3.496
C: -2.622 -4.129 4.212
C: -3.009 -5.378 3.743
C: -2.488 -5.864 2.552
C: -1.566 -5.112 1.837
H: 2.777 -1.897 1.440
H: 4.843 -2.331 2.760
H: 4.777 -3.927 4.649
H: 2.682 -5.121 5.178
H: 0.651 -4.715 3.848
H: -1.399 -2.392 3.835
H: -3.033 -3.745 5.138
H: -3.726 -5.970 4.300
H: -2.790 -6.837 2.182
H: -1.141 -5.480 0.911